{
  "formula": "C4H16N8O4",
  "method": "wB97M-V/def2-TZVPD",
  "relative_energy_kj_mol": 31.8,
  "total_energy_ha": -901.189883,
  "fmax_ev_per_a": 2.03,
  "e_lumo_ev": 0.164,
  "homo_energy_ev": -9.45,
  "homo_lumo_gap_ev": 9.6,
  "smiles": "NC(N)=O.NC(N)=O.NC(N)=O.NC(N)=O",
  "elements": ["O", "O", "O", "O", "N", "N", "N", "N", "N", "N", "N", "N", "C", "C", "C", "C", "H", "H", "H", "H", "H", "H", "H", "H", "H", "H", "H", "H", "H", "H", "H", "H"],
  "positions_angstrom": [[-0.785, 4.712, -1.029], [-0.541, -2.490, -3.209], [1.725, -2.251, 2.334], [-1.441, 0.184, -0.088], [-1.984, 3.310, 0.333], [-0.716, -0.258, -3.076], [-1.608, 2.773, -1.844], [-0.573, 0.257, 2.000], [2.199, -2.053, 4.541], [-0.662, -1.745, 0.812], [3.667, -1.297, 2.952], [-0.372, -1.248, -5.123], [-0.552, -1.407, -3.779], [-0.936, -0.413, 0.871], [2.518, -1.930, 3.209], [-1.414, 3.680, -0.861], [-0.714, 0.619, -3.563], [-1.292, 3.047, -2.755], [-0.622, -1.975, -0.174], [1.235, -2.145, 4.792], [3.796, -0.988, 2.006], [4.290, -0.960, 3.661], [-2.093, 1.912, -1.664], [-0.571, -0.342, -5.504], [-0.066, -0.286, 2.679], [-0.298, -2.063, -5.699], [2.935, -1.826, 5.183], [-0.787, -0.267, -2.073], [0.126, -2.078, 1.365], [-1.988, 2.315, 0.508], [-0.605, 1.250, 2.109], [-1.870, 3.962, 1.087]],
  "forces_ev_per_a": [[-0.3248, 0.1714, 0.0135], [0.1169, -0.1162, -0.3492], [0.1546, -0.0508, -0.1024], [-0.2223, 0.0652, 0.1869], [-0.1235, -0.1409, 0.0321], [-0.0461, 0.6378, -0.5744], [-0.0244, -0.1858, -0.3479], [0.1618, -1.1892, 0.6355], [1.0199, -0.1462, -0.6315], [0.1132, 0.2631, -0.2670], [1.0684, 0.1553, -0.5772], [0.0114, 0.3458, 0.2371], [0.0352, -0.7017, 1.0048], [0.2908, 1.1369, -0.6483], [-1.8645, 0.3811, 0.6925], [0.5104, 0.3308, 0.2267], [0.0855, 0.1204, 0.2659], [-0.0083, -0.1809, -0.0729], [-0.0881, -0.6136, 0.1665], [0.0315, -0.2613, 0.2210], [0.2063, -0.1549, -0.0453], [-0.0459, 0.0738, 0.0274], [-0.0023, -0.0316, -0.1950], [0.0542, -0.1767, -0.4738], [0.0226, 0.2772, 0.1359], [-0.1237, -0.0030, -0.0722], [-0.5226, 0.0425, 0.5519], [-0.1710, -0.0406, 0.1404], [-0.1660, -0.0160, -0.1196], [-0.2244, 0.0237, 0.1877], [-0.1277, 0.0934, -0.3546], [0.2029, -0.1089, 0.1055]]
}